Entry 1:
# C4H7N2O

A structure of composition C4H7N2O (ωB97M-V/def2-TZVPD, the Open Molecules 2025 dataset).

```
14
Properties=species:S:1:pos:R:3:forces:R:3:lowdin_charge:R:1
C -0.095 2.031 -0.360 -0.1 2.5 -2.0 0.072
C -2.264 0.628 0.387 -1.0 0.2 0.3 -0.040
C -2.561 -0.563 -0.349 2.8 -0.4 -2.7 0.022
C 2.598 -0.084 0.430 1.2 -2.4 0.4 -0.084
N 0.840 1.323 -0.460 2.9 -1.8 1.6 0.003
N 1.716 0.480 -0.486 -2.1 -0.1 -3.0 0.032
O -1.669 1.599 0.579 -1.3 -1.0 0.8 0.186
H -0.301 3.024 -0.783 0.1 -0.6 0.6 0.143
H -3.478 -0.558 -0.914 -0.4 0.6 -0.1 0.116
H -2.582 -1.449 0.190 -0.4 -1.4 2.0 0.080
H -1.668 -0.879 -1.058 -1.4 1.2 0.8 0.164
H 2.137 -0.921 1.032 0.0 0.3 -1.1 0.112
H 3.511 -0.535 -0.138 -1.7 1.1 1.2 0.137
H 2.795 0.564 1.218 1.3 1.6 1.2 0.058
```
Forces are in eV/Å.

Total charge: +1
HOMO-LUMO gap (spin up / spin down): 6.854 / 7.972 eV
Electronic energy: -340.86075 Ha
Highest occupied orbital energy (spin up / spin down): -0.459 / -0.480 Eh

Entry 2:
# C15H27BF7NO5Si

A cluster of 3 separate species, C15H27BF7NO5Si in total (ωB97M-V/def2-TZVPD, the Open Molecules 2025 dataset).

```
57
Properties=species:S:1:pos:R:3:forces:R:3:lowdin_charge:R:1
C 1.246 -6.590 0.842 -0.8 0.3 0.1 -0.076
C 0.097 -5.906 0.658 0.7 -0.5 -0.6 -0.263
Si 0.064 -4.517 -0.625 -0.3 -0.8 -0.4 0.729
C 1.589 -3.429 -0.383 0.0 0.0 0.3 -0.308
C 1.382 -2.273 0.601 0.7 0.1 0.2 -0.230
C 2.716 -1.604 0.962 0.0 -0.6 -0.5 -0.190
F 2.681 -0.237 0.688 0.0 -0.2 0.4 -0.082
B -1.626 -3.397 -0.651 0.3 -0.3 0.4 -0.637
O -2.201 -3.137 -1.877 -0.2 0.1 0.3 0.096
N -2.137 -2.821 0.560 -1.1 0.1 -0.8 -0.129
C -3.068 -1.705 0.343 0.0 0.3 0.3 -0.073
C -2.592 -3.817 1.553 0.7 0.2 0.1 -0.073
H 1.493 -7.064 1.787 -0.3 -0.7 -0.2 0.049
H 1.967 -6.704 0.039 0.4 0.7 0.3 0.050
H -0.776 -6.170 1.244 0.3 0.6 0.7 0.040
H 0.198 -5.153 -1.975 0.0 0.0 0.0 -0.010
H 1.964 -3.059 -1.337 -0.1 0.1 -0.1 0.079
H 2.388 -4.062 0.013 0.0 -0.2 0.0 0.067
H 0.753 -1.491 0.180 -0.3 -0.1 0.0 0.110
H 0.941 -2.644 1.524 -0.4 0.1 0.0 0.105
H 3.502 -2.034 0.340 0.1 0.1 -0.1 0.109
H 3.002 -1.770 1.999 -0.1 0.3 0.2 0.115
H -1.953 -3.840 -2.481 0.3 0.2 -0.4 0.071
H -2.520 -0.763 0.329 0.1 0.1 -0.1 0.080
H -3.644 -1.780 -0.579 0.1 -0.1 -0.1 0.080
H -3.784 -1.617 1.157 0.0 -0.1 0.1 0.077
H -1.877 -3.897 2.373 0.1 -0.1 0.1 0.083
H -3.541 -3.524 1.990 -0.1 0.1 -0.1 0.081
H -2.721 -4.797 1.100 -0.1 -0.2 0.1 0.071
C 2.549 2.198 -0.945 -0.1 0.4 0.0 -0.059
C 3.242 2.429 -2.268 0.1 -0.4 0.2 -0.184
O 2.616 3.491 -3.020 0.0 0.0 -0.1 0.034
C 2.943 4.723 -2.671 0.1 -0.3 0.0 -0.410
O 3.700 5.051 -1.808 0.1 0.2 0.1 0.172
C 2.217 5.726 -3.586 -0.1 0.1 0.0 -0.558
F 0.927 5.407 -3.729 -0.1 0.0 0.0 0.164
F 2.780 5.730 -4.799 0.1 0.0 -0.1 0.170
F 2.289 6.953 -3.089 0.0 0.1 0.1 0.176
H 1.486 2.009 -1.101 0.0 -0.1 0.0 0.078
H 2.985 1.348 -0.430 0.0 0.1 -0.2 0.056
H 2.637 3.073 -0.301 0.1 0.0 0.0 0.083
H 3.163 1.546 -2.900 -0.1 0.1 -0.1 0.125
H 4.302 2.646 -2.136 0.0 0.2 0.0 0.127
C -0.633 4.115 0.497 0.0 -0.2 0.2 -0.053
C -2.143 4.135 0.397 0.2 0.3 -0.3 -0.188
O -2.735 3.073 1.172 -0.1 -0.1 0.0 0.032
C -2.849 3.294 2.473 0.1 0.1 -0.3 -0.405
O -2.519 4.274 3.068 0.0 0.1 0.2 0.176
C -3.522 2.081 3.139 0.0 -0.1 0.1 -0.556
F -2.985 0.938 2.706 0.1 -0.1 0.0 0.162
F -4.829 2.060 2.851 -0.1 0.0 -0.1 0.169
F -3.393 2.131 4.457 0.1 0.1 0.1 0.179
H -0.245 3.138 0.207 0.0 0.0 -0.1 0.069
H -0.204 4.873 -0.158 0.0 0.0 0.0 0.083
H -0.304 4.313 1.516 0.0 0.1 0.0 0.082
H -2.461 3.954 -0.627 -0.1 -0.2 0.1 0.126
H -2.556 5.094 0.708 0.0 -0.1 0.2 0.126
```
Forces are in eV/Å.

HOMO-LUMO gap: 9.396 eV
SMILES string: C=C[Si@H](CCCF)B(O)N(C)C.CCOC(=O)C(F)(F)F.CCOC(=O)C(F)(F)F
Electronic energy: -2032.15437 Ha
Highest occupied orbital energy: -0.329 Eh

Entry 3:
# C3H12N2OS

A cluster of 2 separate species, C3H12N2OS in total (ωB97M-V/def2-TZVPD, the Open Molecules 2025 dataset).

```
19
Properties=species:S:1:pos:R:3:forces:R:3:lowdin_charge:R:1
C 0.484 0.989 -0.037 1.1 0.0 2.7 -0.190
C 2.044 1.137 -0.270 -1.6 -1.0 -3.2 -0.496
S 2.513 2.638 -1.235 1.0 -0.1 2.1 0.787
N 0.170 -0.246 0.789 -2.2 1.5 -3.1 0.145
C -0.126 -1.463 -0.033 1.4 -1.9 2.7 -0.184
N -0.642 -2.617 0.796 1.2 2.4 -2.7 0.065
H 0.117 1.875 0.575 0.1 -1.1 -1.2 0.157
H 0.053 0.788 -0.994 -0.6 0.5 -0.6 0.106
H 2.242 0.247 -0.938 0.3 0.8 0.9 0.083
H 2.557 1.033 0.643 0.9 0.4 0.9 0.061
H 1.693 2.602 -2.243 -0.9 -0.6 -0.8 -0.157
H -0.514 0.026 1.511 0.6 -0.8 0.3 0.160
H -0.693 -1.298 -0.940 -0.8 0.5 0.1 0.132
H 0.898 -1.633 -0.522 -0.8 -0.4 0.8 0.159
H -1.573 -2.957 0.643 -0.1 0.2 0.0 0.080
H -0.274 -2.671 1.709 0.3 -0.2 0.9 0.063
H -3.582 0.542 0.665 0.2 0.6 -0.2 0.074
H -2.522 0.114 -0.252 0.7 -1.6 -1.2 -0.022
O -2.844 0.894 0.131 -0.9 0.9 1.5 -0.023
```
Forces are in eV/Å.

Total charge: +1
HOMO-LUMO gap (spin up / spin down): 10.157 / 4.710 eV
Spin multiplicity: 2
Electronic energy: -704.06616 Ha
Highest occupied orbital energy (spin up / spin down): -0.485 / -0.477 Eh

Entry 4:
# C4H9O2

A cluster of 2 separate species, C4H9O2 in total (ωB97M-V/def2-TZVPD, the Open Molecules 2025 dataset).

```
15
Properties=species:S:1:pos:R:3:forces:R:3:lowdin_charge:R:1
H -1.655 -0.521 1.801 -0.9 0.2 0.1 -0.023
C -0.145 -0.307 1.042 1.5 -0.5 -0.5 -0.019
C -0.305 0.597 -0.118 0.0 0.4 0.0 -0.198
C 1.071 0.767 -0.776 -0.6 0.6 0.3 -0.458
O 1.746 1.753 -0.570 -0.2 -0.8 -0.3 0.082
C 1.471 -0.367 -1.677 0.5 0.1 0.0 -0.018
H 0.296 0.117 1.932 0.0 0.0 0.2 0.085
H 0.027 -1.370 0.865 -0.1 0.2 0.1 0.083
H -0.976 0.188 -0.885 -0.1 0.1 0.3 0.123
H -0.623 1.583 0.228 -0.1 -0.1 -0.2 0.123
H 0.699 -1.114 -1.871 0.0 0.3 0.2 0.081
H 1.802 0.077 -2.613 0.2 -0.2 -0.1 0.089
H 2.307 -0.860 -1.184 0.2 -0.1 -0.2 0.092
O -2.511 -0.051 1.657 -0.7 -0.1 0.3 -0.087
H -3.204 -0.492 2.169 0.3 0.0 -0.1 0.044
```
Forces are in eV/Å.

HOMO-LUMO gap (spin up / spin down): 9.341 / 9.348 eV
Spin multiplicity: 2
Electronic energy: -308.19952 Ha
Highest occupied orbital energy (spin up / spin down): -0.313 / -0.360 Eh